No. 1
Here is a molecular structure, C61H49N3O5P2PdS3Se2 from the OMol25 dataset. Energies are from ωB97M-V/def2-TZVPD.

Cartesian coordinates (Å):
Pd -1.88 -0.30 -0.03
C 8.18 -1.48 0.47
C 6.70 -1.42 0.19
C 5.81 -0.85 1.10
C 4.45 -0.80 0.85
C 3.93 -1.33 -0.33
C 4.81 -1.89 -1.25
C 6.17 -1.94 -0.99
S 2.22 -1.23 -0.78
O 0.06 0.40 -2.10
C 1.49 -1.28 0.83
C 1.09 -0.05 1.42
C 0.62 -0.04 2.70
C 0.46 -1.24 3.43
C -0.08 -1.24 4.74
C -0.28 -2.41 5.41
C 0.04 -3.64 4.80
C 0.56 -3.67 3.54
C 0.80 -2.47 2.82
C 1.33 -2.47 1.50
C 1.62 -3.77 0.81
C 2.89 -4.41 0.94
C 3.89 -3.94 1.83
C 5.10 -4.55 1.92
C 5.39 -5.67 1.11
C 4.45 -6.16 0.26
C 3.17 -5.55 0.16
C 2.16 -6.07 -0.70
C 0.94 -5.49 -0.75
C 0.67 -4.32 0.00
S -1.02 -3.67 0.19
O -1.64 -4.79 0.99
C -1.51 -3.85 -1.51
C -2.30 -4.92 -1.90
C -2.70 -5.01 -3.23
C -2.34 -4.03 -4.15
C -2.77 -4.13 -5.59
C -1.57 -2.95 -3.72
C -1.15 -2.85 -2.41
H 8.44 -0.87 1.34
H 8.75 -1.10 -0.38
H 8.51 -2.50 0.66
H 6.19 -0.43 2.03
H 3.78 -0.34 1.56
H 4.42 -2.31 -2.17
H 6.84 -2.38 -1.72
H 1.23 0.86 0.86
H 0.32 0.90 3.16
H -0.35 -0.29 5.19
H -0.71 -2.39 6.40
H -0.15 -4.57 5.33
H 0.78 -4.62 3.06
H 3.66 -3.08 2.45
H 5.85 -4.17 2.61
H 6.37 -6.14 1.18
H 4.66 -7.03 -0.36
H 2.38 -6.95 -1.29
H 0.15 -5.91 -1.37
H -2.59 -5.65 -1.16
H -3.32 -5.84 -3.54
H -3.48 -4.94 -5.74
H -1.92 -4.31 -6.24
H -3.24 -3.20 -5.92
H -1.32 -2.16 -4.41
H -0.57 -2.00 -2.08
Se -2.35 5.23 0.74
P -0.66 4.30 -0.19
C -0.16 5.34 -1.62
C 1.14 5.36 -2.13
C 1.42 5.98 -3.34
C 0.39 6.58 -4.07
C -0.90 6.58 -3.57
C -1.17 5.96 -2.35
C 0.71 4.51 1.01
C 0.93 3.49 1.93
C 1.79 3.69 3.00
C 2.44 4.91 3.16
C 2.23 5.92 2.24
C 1.36 5.73 1.17
C -0.58 2.60 -0.67
C -1.61 1.59 -0.97
N -1.33 0.58 -1.84
N 0.89 1.62 -2.21
N 0.52 2.55 -1.51
P -3.45 1.83 -0.96
Se -4.66 0.37 -1.90
C -3.93 2.24 0.74
C -5.26 2.57 0.98
C -5.68 2.85 2.27
C -4.79 2.75 3.33
C -3.48 2.37 3.10
C -3.05 2.12 1.80
C -3.67 3.31 -2.03
C -4.53 4.37 -1.78
C -4.76 5.34 -2.75
C -4.13 5.26 -3.98
C -3.24 4.22 -4.23
C -3.02 3.25 -3.27
H 1.94 4.88 -1.57
H 2.43 5.98 -3.72
H 0.61 7.02 -5.03
H -1.70 7.04 -4.12
H -2.18 5.96 -1.95
H 0.42 2.55 1.79
H 1.95 2.89 3.72
H 3.09 5.07 4.01
H 2.73 6.88 2.35
H 1.18 6.53 0.46
H -5.96 2.58 0.16
H -6.71 3.13 2.45
H -5.12 2.96 4.34
H -2.79 2.26 3.92
H -2.03 1.80 1.63
H -5.01 4.46 -0.81
H -5.44 6.16 -2.54
H -4.32 6.01 -4.74
H -2.73 4.16 -5.18
H -2.36 2.42 -3.47
C -4.02 -3.05 2.58
S -3.47 -1.77 1.49
O -2.13 -1.39 2.03
O -4.47 -0.73 1.58
O -3.36 -2.41 0.17
H -4.08 -2.63 3.58
H -3.31 -3.87 2.53
H -5.01 -3.37 2.23

Calculated values
- Largest force on an atom: 0.771 eV Å⁻¹
- Energy above the lowest of the compared OMol25 structures with the same formula, charge and spin: 53.38 kcal per mole
- Net charge: -2
- Orbital gap: 5.21 eV

=====

No. 2
Here is a molecular structure, C61H53CdN7O3STe from the OMol25 dataset. Energies are from ωB97M-V/def2-TZVPD.

Cartesian coordinates (Å):
Cd 0.28 -0.63 0.20
O -1.75 -0.19 1.15
C -2.34 0.95 1.31
C -3.28 1.10 2.37
C -3.93 2.29 2.61
C -3.71 3.40 1.79
C -2.81 3.29 0.76
C -2.10 2.11 0.51
C -1.11 2.17 -0.55
N -0.13 1.38 -0.74
C 0.76 1.63 -1.85
C 0.77 0.42 -2.78
N 1.05 -0.80 -2.04
C 1.47 -1.81 -2.70
C 1.78 -3.12 -2.17
C 2.55 -3.95 -2.99
C 2.93 -5.22 -2.61
C 2.51 -5.68 -1.35
C 1.73 -4.90 -0.54
C 1.31 -3.59 -0.90
O 0.53 -2.92 -0.12
H -3.47 0.24 2.99
H -4.62 2.36 3.45
H -4.24 4.33 1.97
H -2.62 4.15 0.12
H -1.21 3.04 -1.21
H 1.77 1.79 -1.44
H 0.47 2.52 -2.41
H 1.50 0.58 -3.59
H -0.23 0.33 -3.22
H 1.64 -1.70 -3.78
H 2.86 -3.58 -3.96
H 3.54 -5.84 -3.25
H 2.81 -6.67 -1.02
H 1.41 -5.28 0.42
C 4.69 0.69 0.13
C 3.48 0.12 -0.21
N 2.55 -0.24 0.70
C 2.86 -0.12 2.01
C 4.09 0.41 2.46
C 5.01 0.85 1.47
C 4.37 0.48 3.85
C 3.46 0.07 4.79
C 2.21 -0.44 4.39
C 1.22 -0.85 5.31
C 0.01 -1.28 4.85
C -0.22 -1.31 3.46
N 0.68 -0.97 2.57
C 1.89 -0.53 3.00
H 5.38 0.99 -0.65
H 3.23 -0.06 -1.25
H 5.95 1.29 1.78
H 5.33 0.88 4.15
H 3.68 0.13 5.84
H 1.44 -0.80 6.37
H -0.77 -1.59 5.53
H -1.19 -1.59 3.08
C -3.29 -9.09 1.10
C -3.06 -7.61 1.00
C -3.92 -6.80 0.28
C -3.72 -5.42 0.15
C -4.73 -4.69 -0.70
C -2.63 -4.83 0.80
Te -2.07 -2.73 0.65
N -2.44 -2.96 -1.25
C -2.16 -1.93 -2.04
O -2.09 -0.73 -1.71
C -1.99 -2.31 -3.49
C -2.39 -1.45 -4.51
C -2.17 -1.81 -5.84
C -1.55 -3.01 -6.15
C -1.15 -3.86 -5.13
C -1.37 -3.51 -3.80
C -4.00 -2.14 1.39
C -4.74 -1.25 0.61
C -5.93 -0.71 1.08
C -6.40 -1.07 2.33
C -5.66 -1.95 3.11
C -4.45 -2.48 2.66
C -3.68 -3.41 3.57
C -1.77 -5.64 1.56
C -0.62 -5.06 2.35
C -1.99 -7.01 1.64
H -4.14 -9.40 0.49
H -3.50 -9.38 2.13
H -2.41 -9.65 0.77
H -4.77 -7.25 -0.23
H -5.73 -5.13 -0.56
H -4.47 -4.78 -1.75
H -4.78 -3.65 -0.46
H -2.87 -0.52 -4.26
H -2.49 -1.14 -6.63
H -1.39 -3.29 -7.18
H -0.65 -4.80 -5.36
H -1.06 -4.16 -3.00
H -4.36 -0.96 -0.36
H -6.49 0.00 0.48
H -7.33 -0.67 2.71
H -6.01 -2.22 4.10
H -3.90 -3.18 4.61
H -2.61 -3.32 3.41
H -3.96 -4.45 3.39
H -0.14 -4.24 1.82
H 0.13 -5.83 2.57
H -0.97 -4.68 3.32
H -1.31 -7.63 2.22
S -0.06 6.37 3.66
C 0.28 4.75 3.02
C -0.39 3.63 3.51
C -0.05 2.39 3.00
N 0.87 2.21 2.06
C 1.50 3.28 1.59
C 1.24 4.57 2.03
C -1.76 6.54 3.15
C -2.79 6.51 4.07
C -4.09 6.67 3.61
N -4.40 6.85 2.33
C -3.40 6.87 1.45
C -2.07 6.72 1.80
H -1.15 3.73 4.28
H -0.53 1.49 3.38
H 2.24 3.10 0.82
H 1.78 5.42 1.63
H -2.58 6.37 5.12
H -4.92 6.66 4.30
H -3.69 7.02 0.42
H -1.29 6.74 1.05

Calculated values
- Largest force on an atom: 2.040 eV Å⁻¹
- 2S+1: 2
- <S²>: 0.775
- Energy above the lowest of the compared OMol25 structures with the same formula, charge and spin: 7.71 kcal per mole
- Net charge: -1
- Orbital gap (alpha / beta): 3.95 / 7.10 eV

=====

No. 3
Here is a molecular structure, C61H53Cl4CrN4 from the OMol25 dataset. Energies are from ωB97M-V/def2-TZVPD.

Cartesian coordinates (Å):
Cr -0.05 1.09 -1.50
Cl 7.87 4.55 1.92
C 6.48 3.97 0.93
C 5.69 4.91 0.34
C 4.61 4.44 -0.45
C 4.17 3.12 -0.42
C 5.01 2.22 0.27
C 6.14 2.61 0.99
C 2.88 2.58 -0.89
C 2.94 1.65 -1.93
C 4.05 1.31 -2.81
C 3.61 0.37 -3.62
C 2.24 0.09 -3.35
C 1.47 -0.81 -3.97
C 2.11 -1.68 -5.11
C 2.46 -1.07 -6.31
C 2.91 -1.79 -7.41
C 3.04 -3.14 -7.23
Cl 3.44 -4.15 -8.62
C 2.74 -3.77 -6.05
C 2.33 -3.06 -4.98
C 0.13 -1.13 -3.64
N -0.55 -0.55 -2.57
C -1.76 -1.10 -2.56
C -2.82 -0.76 -1.65
C -3.92 -1.88 -1.57
C -3.59 -3.18 -1.06
C -4.49 -4.23 -1.13
C -5.80 -3.92 -1.50
Cl -6.98 -5.24 -1.46
C -6.22 -2.67 -1.92
C -5.24 -1.69 -2.01
C -2.90 0.30 -0.83
C -4.01 0.59 -0.01
C -3.71 1.75 0.61
C -2.37 2.13 0.30
N -1.95 1.20 -0.67
C -1.67 3.16 0.78
C -0.29 3.41 0.52
C 0.54 4.36 1.16
C 1.84 4.20 0.72
C 1.82 3.17 -0.18
N 0.47 2.64 -0.20
C -2.41 4.13 1.60
C -2.57 4.01 2.95
C -3.30 4.89 3.76
C -3.86 6.02 3.13
Cl -4.79 7.09 4.14
C -3.63 6.25 1.83
C -2.91 5.31 1.01
C -1.99 -1.94 -3.79
C -0.73 -1.96 -4.41
N 1.81 0.98 -2.35
H 5.93 5.95 0.43
H 3.95 5.20 -0.88
H 4.74 1.19 0.36
H 6.78 1.81 1.45
H 5.04 1.75 -2.77
H 4.11 -0.15 -4.49
H 2.17 -0.04 -6.34
H 3.14 -1.26 -8.36
H 2.70 -4.85 -6.08
H 2.02 -3.51 -4.07
H -2.65 -3.27 -0.47
H -4.20 -5.21 -0.83
H -7.28 -2.50 -2.19
H -5.41 -0.70 -2.49
H -4.94 0.06 -0.03
H -4.29 2.43 1.26
H 0.18 4.85 2.06
H 2.69 4.71 1.01
H -2.17 3.12 3.39
H -3.43 4.68 4.78
H -4.13 7.10 1.44
H -2.88 5.42 -0.06
H -2.89 -2.41 -4.10
H -0.46 -2.47 -5.34
C 1.16 -1.52 1.57
C 0.45 -0.85 2.59
C -0.94 -1.38 2.50
C -0.84 -2.36 1.48
C 0.35 -2.42 0.86
C 1.01 -3.38 -0.20
C 1.91 -4.52 0.54
C 1.94 -2.58 -1.18
C -0.08 -4.16 -0.92
C -2.14 -1.34 3.43
C -1.88 -2.34 4.60
C -3.38 -1.81 2.83
C -2.33 0.15 3.87
C 1.10 0.20 3.53
C 0.97 -0.09 5.01
C 0.65 1.63 3.06
C 2.63 0.23 3.36
H 2.17 -1.36 1.22
H -1.76 -2.83 1.31
H 2.80 -4.04 1.02
H 2.32 -5.18 -0.25
H 1.45 -5.08 1.39
H 2.76 -2.18 -0.55
H 1.48 -1.72 -1.64
H 2.34 -3.29 -1.89
H -0.71 -4.82 -0.34
H 0.46 -4.80 -1.62
H -0.66 -3.53 -1.62
H -1.76 -3.38 4.26
H -2.67 -2.36 5.34
H -0.99 -2.06 5.14
H -3.24 -2.83 2.48
H -3.58 -1.22 1.87
H -4.20 -1.76 3.55
H -1.46 0.59 4.40
H -3.17 0.19 4.58
H -2.57 0.80 3.04
H -0.04 0.15 5.43
H 1.55 0.72 5.42
H 1.23 -1.07 5.26
H -0.42 1.77 2.99
H 1.05 1.85 2.07
H 0.95 2.37 3.87
H 3.15 -0.68 3.50
H 3.01 0.99 4.02
H 2.90 0.54 2.34

Calculated values
- Largest force on an atom: 5.174 eV Å⁻¹
- 2S+1: 5
- <S²>: 6.024
- Net charge: -1
- Orbital gap (alpha / beta): 3.42 / 3.22 eV

=====

> Which value of largest force on an atom does entry 2 give?

2.040 eV Å⁻¹